[1]
ORCA calculation (the ωB97M-V functional and the def2-TZVPD basis) on a molecular structure, C15H29MnN6O3.

Structure (XYZ):
```
54
Properties=species:S:1:pos:R:3:lowdin_charge:R:1
Mn -0.135 -0.201 0.028 1.0285
C -1.985 1.703 -1.946 -0.1319
C -0.698 1.457 -2.712 -0.1417
N 0.133 0.354 -2.126 -0.0612
C 1.581 0.576 -2.372 -0.1413
C 2.424 -0.326 -1.497 -0.1319
N 1.996 -0.230 -0.069 -0.0916
C 2.673 0.872 0.673 -0.1411
C 2.462 0.782 2.197 -0.1160
C 1.313 -0.101 2.680 -0.1475
N -0.020 0.192 2.093 -0.0644
C -0.584 1.530 2.436 -0.1014
C -0.212 2.550 1.382 -0.1147
N -0.426 1.959 0.029 -0.0518
C -1.726 2.364 -0.588 -0.1335
H -2.523 0.768 -1.831 0.1072
H -2.628 2.358 -2.533 0.1488
H -0.093 2.367 -2.741 0.1362
H -0.941 1.213 -3.748 0.1562
H -0.154 -0.501 -2.602 0.1372
H 1.814 1.622 -2.170 0.1302
H 1.822 0.396 -3.422 0.1613
H 3.475 -0.050 -1.600 0.1522
H 2.335 -1.364 -1.814 0.1240
H 2.338 -1.088 0.365 0.1402
H 2.335 1.826 0.268 0.1115
H 3.745 0.817 0.477 0.1472
H 2.369 1.789 2.604 0.1258
H 3.358 0.366 2.658 0.1422
H 1.245 0.018 3.764 0.1576
H 1.531 -1.155 2.495 0.1199
H -0.683 -0.470 2.500 0.0958
H -0.219 1.851 3.413 0.1593
H -1.667 1.428 2.499 0.1380
H 0.826 2.860 1.475 0.1203
H -0.831 3.441 1.501 0.1556
H 0.292 2.345 -0.583 0.1175
H -1.686 3.449 -0.725 0.1556
H -2.540 2.152 0.104 0.1397
O -3.946 -1.146 0.344 0.2484
N -2.898 -0.979 0.847 -0.4050
O -2.586 -0.982 2.026 0.0880
O -1.925 -0.471 -0.029 -0.1804
C -0.163 -5.089 0.088 0.0354
C -0.380 -4.411 1.280 0.0249
C -0.286 -3.032 1.296 -0.0907
N 0.007 -2.319 0.196 -0.0217
C 0.210 -2.981 -0.960 -0.0984
C 0.142 -4.355 -1.052 0.0179
H -0.234 -6.168 0.045 0.1461
H -0.630 -4.937 2.191 0.1426
H -0.460 -2.504 2.223 0.1124
H 0.427 -2.403 -1.848 0.1021
H 0.317 -4.837 -2.004 0.1403
```

Results
Total charge: +3
Expectation value of S²: 4.023
LUMO energy (spin up / spin down): -13.6239 / -11.6612 eV
Spin multiplicity: 4

---

[2]
ORCA calculation (the ωB97M-V functional and the def2-TZVPD basis) on a single C4H8O2 molecule.

Structure (XYZ):
```
14
Properties=species:S:1:pos:R:3:lowdin_charge:R:1
C 1.153 0.620 -0.970 -0.1050
C 0.720 -0.665 -0.311 -0.2028
C -0.294 -0.343 0.847 -0.3622
O -0.115 0.856 1.555 -0.0250
C -1.705 -0.362 0.297 -0.1883
O -2.412 0.623 0.324 0.0624
H 1.944 0.497 -1.712 0.0752
H 1.513 1.276 -0.175 0.0761
H 0.286 1.094 -1.438 0.0816
H 1.595 -1.210 0.077 0.1117
H 0.234 -1.372 -1.004 0.1088
H -0.077 -1.190 1.486 0.1411
H -0.804 1.465 1.228 0.0940
H -2.037 -1.289 -0.206 0.1325
```

Results
SMILES: CC[C@@H](O)C=O
LUMO energy: 0.8042 eV
Energy relative to the best compared isomer or geometry (same formula, charge and spin): 1.254 eV

---

[3]
ORCA calculation (the ωB97M-V functional and the def2-TZVPD basis) on a molecular structure, C48H30F9FeN4PS.

Structure (XYZ):
```
94
Properties=species:S:1:pos:R:3:lowdin_charge:R:1
Fe 0.304 -0.254 0.525 0.4174
C -1.579 0.321 -3.274 -0.0206
C -0.891 -0.277 -2.206 -0.0970
N -0.471 0.399 -1.166 0.0388
C -0.764 1.733 -1.087 -0.1461
C -1.444 2.414 -2.113 -0.1406
C -1.842 1.656 -3.235 0.0164
C -1.721 3.792 -1.953 -0.0315
C -1.363 4.407 -0.794 -0.0525
C -0.702 3.721 0.252 0.0063
C -0.369 2.395 0.118 -0.2141
N 0.265 1.552 1.014 -0.0222
C 0.681 1.826 2.307 -0.2016
C 0.993 3.031 2.883 0.0003
C 1.326 3.104 4.258 -0.0526
C 1.364 2.000 5.053 -0.0292
C 1.140 0.727 4.476 -0.1581
C 1.251 -0.493 5.178 0.0084
C 1.095 -1.671 4.512 -0.0166
C 0.837 -1.654 3.131 -0.0725
N 0.717 -0.541 2.454 0.0399
C 0.838 0.651 3.107 -0.1595
H -1.900 -0.288 -4.108 0.1159
H -0.676 -1.339 -2.207 0.1162
H -2.370 2.142 -4.047 0.1291
H -2.234 4.331 -2.740 0.1188
H -1.595 5.457 -0.661 0.1150
H -0.487 4.247 1.166 0.0925
H 1.027 3.926 2.283 0.1012
H 1.549 4.072 4.689 0.1147
H 1.580 2.079 6.111 0.1206
H 1.481 -0.484 6.237 0.1317
H 1.189 -2.619 5.025 0.1210
H 0.738 -2.574 2.567 0.1244
S -3.672 -1.873 1.350 1.0642
C -3.719 -0.248 1.845 -0.3918
C -2.527 0.390 1.656 -0.1498
C -1.537 -0.455 1.094 -0.2026
C -2.024 -1.704 0.880 -0.5121
C -1.147 -2.696 0.311 -0.2706
C -1.489 -4.010 0.006 0.0024
C -0.552 -4.850 -0.554 -0.0321
C 0.726 -4.368 -0.796 -0.0357
C 1.002 -3.063 -0.461 -0.1095
N 0.098 -2.225 0.077 0.0287
H -4.632 0.159 2.253 0.0758
H -2.381 1.430 1.924 0.1087
H -2.497 -4.345 0.216 0.1158
H -0.806 -5.873 -0.802 0.1214
H 1.493 -4.990 -1.237 0.1162
H 1.988 -2.660 -0.633 0.0724
F 5.916 -3.703 -4.524 0.1532
C 5.361 -2.524 -4.847 -0.5958
F 4.514 -2.742 -5.859 0.1480
F 6.345 -1.737 -5.302 0.1577
C 4.676 -1.910 -3.654 -0.1038
C 3.312 -1.684 -3.654 0.0148
C 2.710 -1.146 -2.523 -0.0825
C 3.465 -0.832 -1.399 -0.3436
C 4.845 -1.040 -1.424 -0.0531
C 5.447 -1.584 -2.544 0.0151
P 2.633 -0.017 0.024 1.1419
C 3.569 -0.616 1.477 -0.3307
C 3.701 0.188 2.610 -0.0876
C 4.205 -0.333 3.789 0.0085
C 4.575 -1.668 3.852 -0.1118
C 4.467 -2.478 2.736 0.0120
C 3.963 -1.951 1.554 -0.0707
C 5.103 -2.214 5.152 -0.5923
F 4.353 -1.797 6.187 0.1405
F 6.356 -1.802 5.386 0.1612
F 5.108 -3.551 5.173 0.1497
C 3.250 1.682 -0.275 -0.3087
C 2.615 2.410 -1.278 -0.0664
C 3.065 3.668 -1.634 0.0156
C 4.164 4.209 -0.985 -0.1061
C 4.826 3.486 -0.006 0.0157
C 4.376 2.219 0.341 -0.0548
C 4.612 5.605 -1.327 -0.5943
F 4.431 5.878 -2.626 0.1502
F 3.909 6.517 -0.632 0.1506
F 5.904 5.801 -1.045 0.1511
H 2.724 -1.928 -4.528 0.1262
H 1.644 -0.968 -2.520 0.0822
H 5.452 -0.775 -0.568 0.1174
H 6.517 -1.750 -2.564 0.1347
H 3.389 1.226 2.585 0.1080
H 4.297 0.297 4.665 0.1379
H 4.762 -3.517 2.788 0.1283
H 3.888 -2.596 0.688 0.1029
H 1.776 1.983 -1.810 0.1020
H 2.565 4.227 -2.415 0.1314
H 5.697 3.904 0.480 0.1293
H 4.917 1.662 1.094 0.1009
```

Results
Total charge: +1
Expectation value of S²: 0.765
LUMO energy (spin up / spin down): -2.8890 / -3.2443 eV
Energy relative to the best compared isomer or geometry (same formula, charge and spin): 0.000 eV
Spin multiplicity: 2

---

| no. | E_tot (a.u.) |
| --- | --- |
| 1 | -2293.0836 |
| 2 | -307.6663 |
| 3 | -4968.1935 |